No. 1
DFT (wB97M-V/def2-TZVPD) results for one molecule with the formula C3H8N2O.

Its energy above the lowest of the compared OMol25 structures with the same formula, charge and spin is 383.53 kJ/mol. The value obtained for the gap between HOMO and LUMO is 8.77 eV. Its total energy is -303.7460 a.u. As for the SMILES: CN/N=C/OC.

ORCA input file:
```
! RIJCOSX wB97M-V def2-TZVPD def2/J DEFGRID3
* xyz 0 1
C -2.383 0.385 0.068
C 0.849 -1.068 0.034
C 2.351 0.727 -0.039
H -2.663 0.787 1.265
H -1.845 1.302 -0.552
H -3.418 0.033 -0.459
H -1.585 -1.662 -0.310
H 0.819 -2.172 0.039
H 1.820 1.347 0.734
H 3.426 0.820 0.065
H 1.981 1.037 -1.046
N -1.390 -0.642 -0.024
N -0.092 -0.230 0.091
O 2.130 -0.663 0.134
*
```

=====

No. 2
DFT (wB97M-V/def2-TZVPD) results for C23H54BrN14O22S2 as an isolated structure.

Its energy above the lowest of the compared OMol25 structures with the same formula, charge and spin is 0.00 kJ/mol. The value obtained for the gap between HOMO and LUMO is 9.21 eV. Its total energy is -6699.7570 a.u.

ORCA input file:
```
! RIJCOSX wB97M-V def2-TZVPD def2/J DEFGRID3
* xyz 1 1
C 3.742 -1.848 1.000
C 2.608 -1.679 1.675
N 1.384 -1.308 0.925
C 0.353 -2.424 1.016
C -0.458 -2.539 -0.282
N 1.174 -3.625 1.162
C -0.531 -2.324 2.286
O -0.186 -3.357 3.164
C -0.391 -0.985 3.010
S -1.501 -0.981 4.435
C -0.469 0.205 2.025
Br -0.564 1.856 3.097
C -1.678 0.329 1.093
C -3.073 0.216 1.729
C -3.654 -1.154 1.571
N -3.946 -1.469 0.205
O -3.887 -1.914 2.472
C 0.892 0.163 1.200
S 2.177 0.990 2.229
C 0.808 0.906 -0.129
C 2.138 1.190 -0.763
N 2.642 2.328 -0.947
H 3.722 -2.331 0.033
H 4.685 -1.503 1.380
H 2.509 -1.839 2.730
H 1.710 -1.301 -0.041
H 0.096 -3.133 -0.994
H -0.673 -1.594 -0.765
H -1.382 -3.057 -0.080
H 1.706 -3.754 0.307
H 0.557 -4.430 1.194
H -1.553 -2.476 1.970
H -0.998 -3.680 3.568
H 0.612 -0.940 3.414
H -0.601 -0.602 5.343
H -1.623 1.311 0.652
H -1.637 -0.351 0.254
H -3.729 0.860 1.157
H -3.113 0.556 2.749
H -3.189 -1.985 -0.219
H -4.797 -2.013 0.155
H 3.279 0.838 1.483
H 0.328 1.851 0.086
H 0.188 0.414 -0.876
H 2.696 0.330 -1.123
H 2.002 3.032 -0.579
C -6.513 0.514 -1.394
N -6.613 -0.073 -2.756
O -7.213 0.538 -3.604
O -6.067 -1.151 -2.916
H -7.030 1.465 -1.379
H -6.972 -0.193 -0.710
H -5.455 0.629 -1.176
C -0.807 4.528 -2.054
N -2.208 4.124 -1.769
O -3.081 4.948 -1.908
O -2.400 2.967 -1.437
H -0.807 5.576 -2.326
H -0.224 4.357 -1.153
H -0.461 3.910 -2.867
C -4.313 -5.173 1.885
N -2.835 -5.344 1.915
O -2.247 -5.070 2.941
O -2.296 -5.748 0.907
H -4.631 -4.801 2.851
H -4.540 -4.467 1.095
H -4.742 -6.145 1.663
C -2.288 0.153 -4.413
N -1.292 0.862 -3.576
O -0.703 0.249 -2.698
O -1.092 2.029 -3.806
H -2.339 -0.878 -4.086
H -3.243 0.656 -4.288
H -1.940 0.223 -5.436
C -4.279 5.850 -4.653
N -4.184 5.154 -5.965
O -4.444 5.778 -6.968
O -3.830 3.992 -5.933
H -4.583 6.875 -4.824
H -5.004 5.317 -4.047
H -3.297 5.798 -4.202
C -0.195 -1.722 -8.460
N -0.310 -1.569 -6.984
O -0.258 -0.446 -6.516
O -0.451 -2.576 -6.327
H -0.076 -0.738 -8.894
H 0.669 -2.351 -8.651
H -1.103 -2.205 -8.805
C 2.226 -2.612 6.210
N 2.469 -1.196 5.815
O 2.991 -0.976 4.738
O 2.122 -0.337 6.595
H 2.584 -3.255 5.416
H 2.765 -2.784 7.136
H 1.157 -2.727 6.361
C 3.608 2.426 7.861
N 4.086 2.694 9.245
O 3.499 3.528 9.898
O 5.039 2.046 9.624
H 2.761 3.069 7.661
H 4.433 2.637 7.188
H 3.328 1.381 7.809
C 7.906 0.845 1.225
N 6.557 0.330 0.867
O 5.589 0.797 1.440
O 6.494 -0.531 0.019
H 7.789 1.602 1.989
H 8.487 0.001 1.582
H 8.343 1.254 0.320
C 4.196 1.067 -3.883
N 5.395 1.627 -4.564
O 5.262 2.047 -5.692
O 6.429 1.623 -3.931
H 3.354 1.134 -4.561
H 4.422 0.035 -3.633
H 4.027 1.658 -2.985
*
```

=====

No. 3
DFT (wB97M-V/def2-TZVPD) results for a 2-piece molecular cluster, C5H12NO3P overall.

Its energy above the lowest of the compared OMol25 structures with the same formula, charge and spin is 306.78 kJ/mol. The value obtained for the gap between HOMO and LUMO (alpha / beta) is 8.70 / 8.08 eV. Its total energy is -819.4570 a.u.

ORCA input file:
```
! RIJCOSX wB97M-V def2-TZVPD def2/J DEFGRID3
* xyz 0 1
C -2.386 -0.036 -2.389
C -1.203 -2.362 0.473
C 2.904 1.524 0.581
C -0.698 -1.329 1.516
C 1.842 1.597 -0.429
N -1.153 0.048 -2.262
O -1.736 1.429 0.832
O 0.064 -0.307 0.781
O 0.595 2.099 0.026
P -0.572 0.977 0.098
H -2.657 -0.366 -3.386
H -3.080 -0.035 -1.499
H -1.408 -3.331 1.026
H -2.036 -2.056 0.005
H -0.553 -2.606 -0.429
H 2.890 2.444 1.281
H 2.835 0.659 1.315
H 3.947 1.518 0.238
H -0.054 -1.921 2.220
H -1.452 -0.655 1.945
H 1.599 0.533 -0.747
H 2.311 2.178 -1.197
*
```

=====

No. 4
DFT (wB97M-V/def2-TZVPD) results for C20H26AgN5OS2Se4 as an isolated structure.

Its energy above the lowest of the compared OMol25 structures with the same formula, charge and spin is 123.44 kJ/mol. The value obtained for the gap between HOMO and LUMO is 5.43 eV. Its total energy is -11675.9794 a.u.

ORCA input file:
```
! RIJCOSX wB97M-V def2-TZVPD def2/J DEFGRID3
* xyz -2 1
Ag -0.444 1.356 -0.444
Se -3.041 1.664 0.664
Se -3.376 3.529 -0.713
Se -1.398 3.562 -2.003
Se -2.049 3.102 -4.210
C 3.549 2.749 3.581
C 3.729 1.358 2.981
N 2.598 0.471 3.182
C 2.561 -0.320 4.400
C 1.702 0.289 5.506
C 1.530 0.415 2.308
S 1.562 1.494 0.970
N 0.565 -0.395 2.702
C -0.377 -0.929 1.891
O -0.303 -1.145 0.686
C -1.622 -1.378 2.624
C -1.644 -1.571 4.002
C -2.805 -1.993 4.633
C -3.961 -2.204 3.892
C -3.946 -2.001 2.518
C -2.778 -1.603 1.884
H 4.411 3.377 3.344
H 3.445 2.709 4.668
H 2.658 3.212 3.157
H 4.606 0.871 3.420
H 3.898 1.450 1.910
H 3.593 -0.430 4.747
H 2.181 -1.312 4.159
H 2.091 1.258 5.823
H 1.676 -0.371 6.378
H 0.686 0.426 5.139
H -0.739 -1.381 4.564
H -2.813 -2.146 5.707
H -4.875 -2.516 4.385
H -4.850 -2.138 1.938
H -2.743 -1.432 0.816
C -1.315 0.100 -5.878
C 0.046 -0.089 -5.299
C 0.796 -1.218 -5.489
C 2.075 -1.245 -4.901
N 2.575 -0.254 -4.208
C 1.820 0.866 -3.990
S 2.336 2.130 -3.049
N 0.565 0.909 -4.571
C 2.942 -2.466 -5.034
H -1.635 -0.814 -6.377
H -1.306 0.924 -6.593
H -2.016 0.383 -5.093
H 0.407 -2.050 -6.057
H -0.043 1.721 -4.363
H 2.596 -3.125 -5.831
H 2.924 -3.018 -4.093
H 3.972 -2.164 -5.219
C -3.821 0.348 -2.532
C -2.424 -0.057 -2.498
N -1.306 -0.328 -2.491
H -4.231 0.113 -3.515
H -3.854 1.433 -2.403
H -4.381 -0.128 -1.730
*
```

=====

No. 5
DFT (wB97M-V/def2-TZVPD) results for a 2-piece molecular cluster, C5H3N overall.

Its energy above the lowest of the compared OMol25 structures with the same formula, charge and spin is 748.72 kJ/mol. The value obtained for the gap between HOMO and LUMO (alpha / beta) is 8.86 / 6.19 eV. Its total energy is -246.6969 a.u.

ORCA input file:
```
! RIJCOSX wB97M-V def2-TZVPD def2/J DEFGRID3
* xyz 0 1
C 1.129 -0.011 0.091
C -1.150 1.745 -0.070
C -1.337 0.437 -0.119
C -1.455 -0.826 -0.002
C 1.382 1.219 0.093
N 0.919 -1.215 -0.023
H -1.581 -1.897 0.331
H 0.137 -1.591 -0.425
H 1.957 2.139 0.125
*
```

=====

No. 6
DFT (wB97M-V/def2-TZVPD) results for one molecule with the formula C5H8F2.

Its energy above the lowest of the compared OMol25 structures with the same formula, charge and spin is 163.59 kJ/mol. The value obtained for the gap between HOMO and LUMO is 11.69 eV. Its total energy is -394.9699 a.u. As for the SMILES: C[C@@]1(F)CC[C@H]1F.

ORCA input file:
```
! RIJCOSX wB97M-V def2-TZVPD def2/J DEFGRID3
* xyz 0 1
C 0.148 -1.276 1.389
C -0.355 -0.366 0.311
C -0.245 1.200 0.282
C 0.267 1.219 -1.102
C 0.238 -0.314 -1.173
H 1.250 -1.645 0.997
H 0.168 -0.905 2.512
H -0.542 -2.166 1.313
H 0.501 1.464 1.007
H -1.162 1.721 0.551
H -0.572 1.399 -1.852
H 0.978 1.855 -1.410
H -0.352 -0.732 -1.969
F -1.821 -0.482 0.217
F 1.500 -0.972 -1.073
*
```